ORCA calculation (the ωB97M-V functional and the def2-TZVPD basis) on one molecule with the formula C4H9NO.

```
15
C4H9NO | OMol25 | the ωB97M-V functional and the def2-TZVPD basis
H -1.213 -2.145 0.044
O -1.326 -1.605 0.841
N 0.575 -0.363 0.009
C 0.193 0.481 -1.134
H -1.858 1.257 -0.616
C -1.289 0.335 -0.746
C -0.789 -0.353 0.540
H 0.573 1.509 -1.050
H 2.613 -0.013 0.385
H -0.901 0.239 1.459
H 1.635 -0.407 1.811
H -1.865 -0.354 -1.372
H 0.491 0.074 -2.106
C 1.636 0.133 0.859
H 1.526 1.212 1.077
```

Computed properties:
- spin multiplicity = 1
- LUMO energy (eV) = 1.17
- SMILES string = CN1CC[C@H]1O
- charge = 0

---

ORCA calculation (the ωB97M-V functional and the def2-TZVPD basis) on one molecule with the formula C4H9NO.

```
15
C4H9NO | OMol25 | the ωB97M-V functional and the def2-TZVPD basis
H 0.511 -0.512 3.462
C 0.352 -1.251 -1.175
H -1.184 1.854 -0.710
N -0.164 0.049 1.646
H 0.823 -1.746 -2.036
C -0.841 0.862 -0.404
H -0.522 -1.857 -0.890
H 0.816 0.783 -1.776
H -0.703 0.173 -2.409
O -0.033 1.096 0.756
H 1.047 -1.291 -0.330
C -0.070 0.183 -1.509
H -1.722 0.271 -0.115
C 0.539 0.248 2.688
H 1.152 1.138 2.803
```

Computed properties:
- spin multiplicity = 1
- LUMO energy (eV) = 1.20
- SMILES string = C=NOCCC
- charge = 0

---

ORCA calculation (the ωB97M-V functional and the def2-TZVPD basis) on one molecule with the formula C4H9NO at a distorted geometry.

```
15
C4H9NO | OMol25 | the ωB97M-V functional and the def2-TZVPD basis
C -0.949 -0.126 0.343
C 1.353 -0.419 -0.450
H -0.276 -2.019 -0.291
C -0.081 1.166 0.461
H -0.512 2.072 0.157
O -1.754 -0.096 -0.850
H 1.666 -0.982 -1.344
H 0.330 1.407 1.435
H 2.240 -0.538 0.276
H -2.602 0.403 -0.501
C 0.152 -1.144 0.251
H -1.530 -0.230 1.283
N 0.961 0.927 -0.530
H 0.384 -1.525 1.226
H 0.618 1.104 -1.464
```

Computed properties:
- spin multiplicity = 1
- LUMO energy (eV) = 0.82
- SMILES string = O[C@H]1CCNC1
- charge = 0

---

ORCA calculation (the ωB97M-V functional and the def2-TZVPD basis) on one molecule with the formula C4H9NO.

```
15
C4H9NO | OMol25 | the ωB97M-V functional and the def2-TZVPD basis
H -0.643 1.422 1.351
C 0.109 0.039 0.030
H 0.589 1.910 -0.910
H -2.183 -0.636 -0.220
C 1.114 1.050 -0.476
H 1.771 1.413 0.320
H -0.519 -0.304 -2.003
C -0.487 -0.862 -1.052
H -0.193 -1.469 1.638
C 0.171 -0.469 1.416
H 1.743 0.621 -1.263
O -1.752 -1.358 -0.707
H 0.978 -0.118 2.057
H 0.174 -1.725 -1.201
N -0.871 0.487 1.022
```

Computed properties:
- spin multiplicity = 1
- LUMO energy (eV) = 0.98
- SMILES string = C[C@@]1(CO)CN1
- charge = 0